Below is a cluster of 11 separate species, C81H179N9O13 in total in a non-equilibrium geometry, with properties calculated with wB97M-V/def2-TZVPD.

Bonds (Å) are listed after each position.
CARTESIAN COORDINATES (ANGSTROEM)
1 O 2.16709 5.43120 16.81837  C24 1.424, C80 1.424
2 O -2.41877 1.21382 4.22519  C55 1.364, C74 1.399
3 O -0.27470 -0.22988 -1.65072  C67 1.424, C83 1.394
4 O -4.36506 -2.59651 5.99926  N15 1.391, H176 0.960
5 O -4.41220 3.22226 -8.36260  N16 1.370, H123 0.960
6 O -5.92754 4.24579 0.51442  N21 1.345, H213 0.960
7 O -3.62121 4.99854 13.41325  C45 1.434, C97 1.405
8 O -3.45793 -3.51033 -2.26164  N14 1.445, H187 0.960
9 O 4.28126 0.25278 5.61689  C48 1.409, H264 0.960
10 O 4.02962 -5.82133 -1.88906  N22 1.375, H149 0.960
11 O 7.99241 -2.38519 -7.48459  N19 1.433, H231 0.960
12 O 3.80863 4.56823 5.47172  C34 1.454, H239 0.960
13 O 7.38302 4.13372 -1.49141  N18 1.402, H192 0.960
14 N -4.27597 -4.01738 -3.33976  O8 1.445, C47 1.453, C56 1.468
15 N -3.63726 -3.69398 5.55142  O4 1.391, C60 1.478, C91 1.486
16 N -3.33487 2.40894 -8.12593  O5 1.370, C40 1.450, C54 1.480
17 N -0.88931 4.69933 14.76346  C53 1.490, C64 1.442, H114 1.010
18 N 7.02889 5.08391 -2.45995  O13 1.402, C99 1.515, C101 1.492
19 N 7.03535 -2.35785 -8.55062  O11 1.433, C31 1.481, C51 1.496
20 N -2.06851 0.98466 0.59216  C39 1.451, C63 1.492, H159 1.010
21 N -6.40691 4.62242 1.71357  O6 1.345, C69 1.455, C73 1.548
22 N 3.41126 -6.93056 -1.36242  O10 1.375, C57 1.475, C77 1.452
23 C -4.49760 6.30504 1.89821  C73 1.561, H163 1.090, H198 1.090, H281 1.090
24 C 2.68283 5.46977 18.14477  O1 1.424, H130 1.090, H202 1.090, H211 1.090
25 C 5.79978 -4.53191 -7.91661  C31 1.560, H106 1.090, H230 1.090, H249 1.090
26 C 9.34547 6.11373 -2.60020  C101 1.579, H179 1.090, H234 1.090, H254 1.090
27 C 5.57388 -3.49076 -10.21942  C31 1.521, C37 1.498, H217 1.090, H244 1.090
28 C -8.86697 4.50832 1.42912  C69 1.536, H247 1.090, H267 1.090, H271 1.090
29 C 7.66580 6.44117 -4.39139  C98 1.471, C101 1.525, H146 1.090, H177 1.090
30 C 6.81361 0.10368 -8.58575  C51 1.505, H184 1.090, H189 1.090, H222 1.090
31 C 6.48154 -3.65260 -9.00941  N19 1.481, C25 1.560, C27 1.521, C84 1.554
32 C -2.53511 -6.41254 5.36702  C50 1.514, C86 1.545, H243 1.090, H273 1.090
33 C 3.00212 -7.91851 -3.53813  C77 1.573, H214 1.090, H215 1.090, H238 1.090
34 C 2.70324 5.51312 5.46897  O12 1.454, C41 1.576, C58 1.528, H137 1.090
35 C -1.62662 -2.91262 6.90714  C60 1.535, H154 1.090, H232 1.090, H278 1.090
36 C -1.74544 4.46742 -8.00098  C54 1.606, H183 1.090, H190 1.090, H199 1.090
37 C 4.43878 -2.52709 -10.05115  C27 1.498, C93 1.574, H168 1.090, H169 1.090
38 C 2.64043 -9.33528 -1.55888  C65 1.586, C77 1.591, H252 1.090, H261 1.090
39 C -0.78341 1.41036 0.06949  N20 1.451, C67 1.541, H251 1.090, H274 1.090
40 C -2.85425 1.71131 -9.30309  N16 1.450, C70 1.540, C82 1.504, C96 1.613
41 C 3.24442 6.88373 4.91049  C34 1.576, H115 1.090, H164 1.090, H224 1.090
42 C -1.25654 2.16064 -6.89266  C54 1.547, C95 1.498, H110 1.090, H174 1.090
43 C -3.18771 -4.58060 7.85894  C60 1.566, H167 1.090, H194 1.090, H258 1.090
44 C -6.31533 -5.38836 -4.87473  C85 1.531, C103 1.512, H147 1.090, H282 1.090
45 C -2.53589 4.16674 12.98177  O7 1.434, C64 1.565, H178 1.090, H270 1.090
46 C -4.96964 -6.09433 -2.02730  C47 1.545, H111 1.090, H162 1.090, H257 1.090
47 C -4.27872 -5.46807 -3.25884  N14 1.453, C46 1.545, C52 1.611, C85 1.532
48 C 4.34316 -0.80946 4.69399  O9 1.409, C81 1.506, C92 1.529, H218 1.090
49 C -6.80103 7.04744 1.13977  C73 1.536, H150 1.090, H172 1.090, H203 1.090
50 C -1.74015 -5.24548 5.91236  C32 1.514, C60 1.578, H105 1.090, H193 1.090
51 C 6.08028 -1.20714 -8.49893  N19 1.496, C30 1.505, C93 1.562, C100 1.538
52 C -2.72282 -5.88620 -3.29009  C47 1.611, H151 1.090, H250 1.090, H276 1.090
53 C 0.50495 5.12040 15.07695  N17 1.490, C80 1.538, H117 1.090, H166 1.090
54 C -2.36336 3.16105 -7.30045  N16 1.480, C36 1.606, C42 1.547, C88 1.553
55 C -2.12416 2.20792 5.11136  O2 1.364, H140 1.090, H204 1.090, H228 1.090
56 C -5.45634 -3.21961 -3.69362  N14 1.468, C68 1.576, C90 1.512, C103 1.589
57 C 3.34755 -6.97001 0.11082  N22 1.475, C62 1.568, C72 1.573, C89 1.563
58 C 2.19970 5.74417 6.89324  C34 1.528, H170 1.090, H212 1.090, H219 1.090
59 C -7.53817 2.47471 1.99993  C69 1.524, H107 1.090, H201 1.090, H236 1.090
60 C -2.57723 -4.05285 6.51739  N15 1.478, C35 1.535, C43 1.566, C50 1.578
61 C -7.86792 4.31006 3.65703  C69 1.535, C94 1.572, H188 1.090, H263 1.090
62 C 4.70191 -7.19341 0.86863  C57 1.568, H145 1.090, H181 1.090, H220 1.090
63 C -2.11861 0.45691 1.98640  N20 1.492, C74 1.500, H235 1.090, H245 1.090
64 C -1.11777 4.72372 13.33984  N17 1.442, C45 1.565, H125 1.090, H280 1.090
65 C 2.72644 -9.42439 0.02193  C38 1.586, C89 1.475, H116 1.090, H262 1.090
66 C 5.22479 3.60923 -3.60024  C99 1.546, H152 1.090, H221 1.090, H246 1.090
67 C 0.07890 0.20056 -0.33983  O3 1.424, C39 1.541, H122 1.090, H266 1.090
68 C -4.97423 -1.77145 -4.08769  C56 1.576, H129 1.090, H142 1.090, H255 1.090
69 C -7.63091 3.98583 2.17563  N21 1.455, C28 1.536, C59 1.524, C61 1.535
70 C -2.43200 2.54951 -10.52354  C40 1.540, H132 1.090, H135 1.090, H197 1.090
71 C -5.65394 -5.20853 5.59784  C91 1.570, H148 1.090, H272 1.090, H279 1.090
72 C 2.77344 -5.66374 0.77353  C57 1.573, H156 1.090, H205 1.090, H206 1.090
73 C -6.03422 6.08451 2.05933  N21 1.548, C23 1.561, C49 1.536, C102 1.545
74 C -2.00333 1.60220 2.94752  O2 1.399, C63 1.500, H131 1.090, H158 1.090
75 C 5.01917 -8.66706 -2.29117  C77 1.533, H207 1.090, H229 1.090, H253 1.090
76 C 8.64312 4.15200 -4.17785  C101 1.574, H157 1.090, H209 1.090, H259 1.090
77 C 3.58200 -8.17096 -2.09791  N22 1.452, C33 1.573, C38 1.591, C75 1.533
78 C 5.21337 6.06753 -3.98501  C98 1.550, C99 1.588, H104 1.090, H191 1.090
79 C 4.66158 5.18105 -1.66423  C99 1.582, H121 1.090, H138 1.090, H269 1.090
80 C 0.81048 5.06864 16.58328  O1 1.424, C53 1.538, H153 1.090, H173 1.090
81 C 3.64569 -0.42517 3.41529  C48 1.506, H165 1.090, H175 1.090, H223 1.090
82 C -3.92744 0.74066 -9.71249  C40 1.504, H119 1.090, H185 1.090, H260 1.090
83 C 0.47983 -1.30899 -2.10709  O3 1.394, H113 1.090, H210 1.090, H226 1.090
84 C 7.56625 -4.56066 -9.65187  C31 1.554, H109 1.090, H120 1.090, H256 1.090
85 C -4.97783 -6.03257 -4.49970  C44 1.531, C47 1.532, H108 1.090, H160 1.090
86 C -3.52983 -5.84133 4.33219  C32 1.545, C91 1.551, H127 1.090, H195 1.090
87 C -4.92671 -3.99689 3.45572  C91 1.545, H136 1.090, H208 1.090, H268 1.090
88 C -2.97749 3.60568 -5.94539  C54 1.553, H144 1.090, H227 1.090, H275 1.090
89 C 2.35262 -8.09608 0.54202  C57 1.563, C65 1.475, H112 1.090, H237 1.090
90 C -6.44602 -3.00849 -2.56971  C56 1.512, H196 1.090, H216 1.090, H265 1.090
91 C -4.44162 -4.66283 4.76316  N15 1.486, C71 1.570, C86 1.551, C87 1.545
92 C 5.81943 -1.04186 4.36905  C48 1.529, H118 1.090, H141 1.090, H155 1.090
93 C 5.10868 -1.14226 -9.71965  C37 1.574, C51 1.562, H128 1.090, H134 1.090
94 C -7.75775 5.82240 4.07096  C61 1.572, C102 1.553, H161 1.090, H182 1.090
95 C -0.60379 1.34838 -7.96876  C42 1.498, C96 1.499, H124 1.090, H171 1.090
96 C -1.65928 0.73366 -8.83706  C40 1.613, C95 1.499, H139 1.090, H200 1.090
97 C -4.93983 4.51912 13.34035  O7 1.405, H186 1.090, H240 1.090, H241 1.090
98 C 6.35523 6.22116 -5.02234  C29 1.471, C78 1.550, H242 1.090, H248 1.090
99 C 5.59266 4.94954 -2.92267  N18 1.515, C66 1.546, C78 1.588, C79 1.582
100 C 5.26070 -1.26245 -7.19871  C51 1.538, H126 1.090, H133 1.090, H180 1.090
101 C 8.15931 5.41676 -3.37564  N18 1.492, C26 1.579, C29 1.525, C76 1.574
102 C -6.40842 6.36940 3.53051  C73 1.545, C94 1.553, H143 1.090, H225 1.090
103 C -6.09854 -3.89544 -4.98079  C44 1.512, C56 1.589, H233 1.090, H277 1.090
104 H 4.76750 7.01233 -3.67412  C78 1.090
105 H -1.22113 -5.72502 6.74227  C50 1.090
106 H 6.49270 -4.82590 -7.12824  C25 1.090
107 H -7.79375 2.25756 0.96281  C59 1.090
108 H -5.10157 -7.11446 -4.45160  C85 1.090
109 H 7.91487 -4.10741 -10.57984  C84 1.090
110 H -1.73146 1.39342 -6.28117  C42 1.090
111 H -4.45879 -5.60822 -1.19614  C46 1.090
112 H 1.40807 -7.74098 0.12990  C89 1.090
113 H 1.52714 -1.00923 -2.14431  C83 1.090
114 H -1.60275 5.35587 15.04639  N17 1.010
115 H 2.94886 6.88560 3.86132  C41 1.090
116 H 3.73054 -9.61817 0.39920  C65 1.090
117 H 1.17087 4.38452 14.62625  C53 1.090
118 H 6.14839 -0.10172 3.92632  C92 1.090
119 H -4.88885 1.17082 -9.99311  C82 1.090
120 H 7.35617 -5.61216 -9.84763  C84 1.090
121 H 4.77189 4.28613 -1.05182  C79 1.090
122 H 1.14045 0.44514 -0.30265  C67 1.090
123 H -5.13326 2.72658 -7.96766  O5 0.960
124 H 0.02649 2.01401 -8.55850  C95 1.090
125 H -1.08995 5.73837 12.94257  C64 1.090
126 H 4.54862 -0.45471 -7.02959  C100 1.090
127 H -3.03017 -5.49493 3.42751  C86 1.090
128 H 5.70291 -0.70716 -10.52320  C93 1.090
129 H -5.73408 -1.12759 -4.53060  C68 1.090
130 H 2.65454 4.43146 18.47524  C24 1.090
131 H -2.60357 2.48430 2.72456  C74 1.090
132 H -2.49875 2.01296 -11.46999  C70 1.090
133 H 5.83458 -1.16523 -6.27713  C100 1.090
134 H 4.32492 -0.43249 -9.45499  C93 1.090
135 H -1.40877 2.89445 -10.37488  C70 1.090
136 H -5.60625 -4.58828 2.84206  C87 1.090
137 H 1.87148 5.17070 4.85333  C34 1.090
138 H 3.63176 5.15086 -2.02012  C79 1.090
139 H -2.00444 -0.12731 -8.26462  C96 1.090
140 H -1.05556 2.31749 5.29625  C55 1.090
141 H 6.48311 -1.28590 5.19856  C92 1.090
142 H -4.32651 -2.01126 -4.93094  C68 1.090
143 H -6.28961 7.41674 3.80811  C102 1.090
144 H -3.86892 4.23208 -5.91274  C88 1.090
145 H 5.16760 -8.15721 0.66287  C62 1.090
146 H 7.73306 7.44289 -3.96698  C29 1.090
147 H -6.72433 -5.79325 -5.80041  C44 1.090
148 H -6.05283 -6.03140 5.00464  C71 1.090
149 H 4.94835 -6.09945 -1.90262  O10 0.960
150 H -6.39466 8.03550 0.92366  C49 1.090
151 H -2.22367 -5.71415 -4.24369  C52 1.090
152 H 4.24303 3.47002 -4.05282  C66 1.090
153 H 0.03943 5.58584 17.15432  C80 1.090
154 H -0.64170 -3.25171 7.22816  C35 1.090
155 H 5.95292 -1.85394 3.65434  C92 1.090
156 H 2.63631 -5.83978 1.84044  C72 1.090
157 H 8.29588 3.13758 -3.98171  C76 1.090
158 H -0.96149 1.89659 3.07409  C74 1.090
159 H -2.36506 0.28536 -0.07352  N20 1.010
160 H -4.34503 -5.89446 -5.37639  C85 1.090
161 H -8.51546 6.42524 3.57039  C94 1.090
162 H -6.02701 -5.83373 -1.98067  C46 1.090
163 H -4.21198 6.18652 0.85299  C23 1.090
164 H 4.31832 7.04352 5.00701  C41 1.090
165 H 3.82536 -1.11083 2.58724  C81 1.090
166 H 0.66915 6.14300 14.73722  C53 1.090
167 H -3.68065 -5.55035 7.79043  C43 1.090
168 H 3.85809 -2.98051 -9.24784  C37 1.090
169 H 3.90434 -2.54312 -11.00101  C37 1.090
170 H 2.50467 6.73916 7.21742  C58 1.090
171 H -0.03657 0.55345 -7.48457  C95 1.090
172 H -6.92963 6.53767 0.18495  C49 1.090
173 H 0.74332 3.98473 16.67676  C80 1.090
174 H -0.56004 2.63039 -6.19816  C42 1.090
175 H 2.57892 -0.56972 3.58621  C81 1.090
176 H -3.76966 -1.89939 5.71446  O4 0.960
177 H 8.38147 6.55166 -5.20607  C29 1.090
178 H -2.70117 4.06726 11.90898  C45 1.090
179 H 9.99829 5.36671 -2.14866  C26 1.090
180 H 4.65825 -2.15273 -7.01829  C100 1.090
181 H 5.51139 -6.50167 0.63554  C62 1.090
182 H -7.86016 5.91514 5.15217  C94 1.090
183 H -2.51635 5.15585 -8.34720  C36 1.090
184 H 7.51321 0.09861 -9.42159  C30 1.090
185 H -3.73962 0.10752 -10.57964  C82 1.090
186 H -5.31612 4.59460 12.32015  C97 1.090
187 H -2.74079 -3.12048 -2.76693  O8 0.960
188 H -7.10449 3.74399 4.19074  C61 1.090
189 H 6.11046 0.92586 -8.71871  C30 1.090
190 H -1.21295 4.23131 -8.92228  C36 1.090
191 H 4.39595 5.68884 -4.59864  C78 1.090
192 H 7.25228 4.56295 -0.64272  O13 0.960
193 H -0.96421 -4.89279 5.23293  C50 1.090
194 H -3.90330 -3.88750 8.30126  C43 1.090
195 H -4.14450 -6.65326 3.94354  C86 1.090
196 H -7.01390 -3.89279 -2.28054  C90 1.090
197 H -3.06782 3.38023 -10.82970  C70 1.090
198 H -3.84791 5.75940 2.58251  C23 1.090
199 H -1.19386 5.10911 -7.31388  C36 1.090
200 H -1.18705 0.28359 -9.71029  C96 1.090
201 H -8.30778 1.91262 2.52894  C59 1.090
202 H 2.14888 6.15116 18.80710  C24 1.090
203 H -7.82642 7.13006 1.50013  C49 1.090
204 H -2.74481 3.09444 4.98107  C55 1.090
205 H 1.85242 -5.32015 0.30261  C72 1.090
206 H 3.50368 -4.87008 0.61556  C72 1.090
207 H 5.12156 -9.32733 -3.15236  C75 1.090
208 H -4.09133 -3.62173 2.86454  C87 1.090
209 H 9.73280 4.16818 -4.19835  C76 1.090
210 H 0.05005 -1.63720 -3.05349  C83 1.090
211 H 3.70744 5.83874 18.09839  C24 1.090
212 H 2.53303 4.93290 7.54042  C58 1.090
213 H -5.30792 3.54645 0.73484  O6 0.960
214 H 2.04867 -7.40047 -3.43484  C33 1.090
215 H 3.59158 -7.23625 -4.15062  C33 1.090
216 H -7.18100 -2.24331 -2.81953  C90 1.090
217 H 6.11108 -3.17306 -11.11305  C27 1.090
218 H 3.85972 -1.68323 5.13092  C48 1.090
219 H 1.11057 5.70142 6.88712  C58 1.090
220 H 4.54167 -7.18898 1.94678  C62 1.090
221 H 5.94044 3.42675 -4.40190  C66 1.090
222 H 7.38074 0.22633 -7.66302  C30 1.090
223 H 3.79988 0.62436 3.16468  C81 1.090
224 H 2.78242 7.79914 5.28021  C41 1.090
225 H -5.58864 5.97936 4.13377  C102 1.090
226 H 0.46457 -2.20085 -1.48062  C83 1.090
227 H -2.23456 4.23433 -5.45452  C88 1.090
228 H -2.47851 1.97181 6.11475  C55 1.090
229 H 5.77672 -7.90627 -2.47934  C75 1.090
230 H 4.96432 -3.97851 -7.48781  C25 1.090
231 H 8.68843 -1.83476 -7.85089  O11 0.960
232 H -1.39792 -2.25463 6.06879  C35 1.090
233 H -7.06116 -3.38667 -5.03206  C103 1.090
234 H 9.94589 6.67829 -3.31354  C26 1.090
235 H -3.13866 0.07645 2.03981  C63 1.090
236 H -6.58363 2.04196 2.29943  C59 1.090
237 H 2.28259 -8.03688 1.62816  C89 1.090
238 H 2.89467 -8.87841 -4.04326  C33 1.090
239 H 3.47515 3.67411 5.57636  O12 0.960
240 H -5.03285 3.45694 13.56666  C97 1.090
241 H -5.65032 4.88326 14.08244  C97 1.090
242 H 6.28947 5.39434 -5.72956  C98 1.090
243 H -1.87887 -7.07356 4.80090  C32 1.090
244 H 5.21652 -4.47764 -10.51346  C27 1.090
245 H -1.38414 -0.31577 2.21360  C63 1.090
246 H 5.37887 2.75254 -2.94417  C66 1.090
247 H -9.19263 5.47103 1.82312  C28 1.090
248 H 6.09071 7.15569 -5.51709  C98 1.090
249 H 5.47771 -5.47568 -8.35668  C25 1.090
250 H -2.52899 -6.93218 -3.05249  C52 1.090
251 H -0.98064 2.07202 -0.77397  C39 1.090
252 H 1.59358 -9.32007 -1.86214  C38 1.090
253 H 5.36803 -9.29706 -1.47295  C75 1.090
254 H 8.85735 6.66357 -1.79552  C26 1.090
255 H -4.44657 -1.21545 -3.31274  C68 1.090
256 H 8.43436 -4.53026 -8.99341  C84 1.090
257 H -4.98497 -7.18194 -1.95692  C46 1.090
258 H -2.34520 -4.63969 8.54798  C43 1.090
259 H 8.17860 4.14758 -5.16390  C76 1.090
260 H -4.19629 0.05133 -8.91208  C82 1.090
261 H 3.05993 -10.28363 -1.89465  C38 1.090
262 H 2.09682 -10.21837 0.42351  C65 1.090
263 H -8.76489 3.83181 4.05047  C61 1.090
264 H 4.68144 -0.05999 6.43153  O9 0.960
265 H -5.90770 -2.64915 -1.69267  C90 1.090
266 H -0.08733 -0.65361 0.31659  C67 1.090
267 H -8.74516 4.71542 0.36593  C28 1.090
268 H -5.40868 -3.03694 3.64092  C87 1.090
269 H 4.81512 6.06989 -1.05227  C79 1.090
270 H -2.62597 3.17432 13.42345  C45 1.090
271 H -9.64301 3.74458 1.47968  C28 1.090
272 H -6.41604 -4.46064 5.81683  C71 1.090
273 H -3.05844 -7.04064 6.08794  C32 1.090
274 H -0.23472 2.01774 0.78929  C39 1.090
275 H -3.28080 2.74932 -5.34310  C88 1.090
276 H -2.02539 -5.43810 -2.58236  C52 1.090
277 H -5.61173 -3.57651 -5.90242  C103 1.090
278 H -2.08395 -2.20983 7.60359  C35 1.090
279 H -5.38529 -5.48385 6.61771  C71 1.090
280 H -0.37564 4.12194 12.81525  C64 1.090
281 H -4.21513 7.35262 2.00263  C23 1.090
282 H -7.09270 -5.59940 -4.14038  C44 1.090

Summary:
Calculated total energy (eV): -126910.436
LUMO level (eV): 0.117
Structure (SMILES): CC1(C)CCCC(C)(C)N1O.CC1(C)CCCC(C)(C)N1O.CC1(C)CCCC(C)(C)N1O.CC1(C)CCCC(C)(C)N1O.CC1(C)CCCC(C)(C)N1O.CC1(C)CCCC(C)(C)N1O.CC1(C)CCCC(C)(C)N1O.COCCNCCOC.COCCNCCOC.CC(C)O.CC(C)O
HOMO-LUMO gap (Ha): 0.2894
Energy relative to the best compared isomer or geometry (same formula, charge and spin) (kJ/mol): 779.2